# 1
{"formula": "C9H17BN2O3P", "method": "ωB97M-V/def2-TZVPD", "charge": -1, "e_lumo_ev": 2.6, "max_force_ev_per_a": 0.83, "energy_ha": -1054.6667, "homo_lumo_gap_ha": 0.2140, "elements": ["C", "B", "C", "C", "C", "C", "N", "C", "P", "O", "O", "H", "H", "H", "H", "H", "H", "H", "H", "H", "H", "C", "O", "N", "C", "C", "H", "H", "H", "H", "H", "H", "H"], "xyz": [[2.668, 2.945, 1.827], [2.153, 1.943, 0.617], [2.693, 0.412, 0.789], [3.408, -0.242, -0.215], [3.813, -1.559, -0.009], [3.489, -2.170, 1.193], [2.825, -1.576, 2.180], [2.446, -0.313, 1.963], [0.202, 1.959, 0.534], [-0.174, 0.470, -0.170], [-0.272, 1.536, 2.103], [1.905, 3.113, 2.588], [2.989, 3.903, 1.424], [3.528, 2.501, 2.331], [2.499, 2.358, -0.481], [3.638, 0.272, -1.136], [4.362, -2.102, -0.765], [3.790, -3.198, 1.354], [1.908, 0.178, 2.761], [-0.608, 0.638, -1.008], [-0.699, 0.675, 2.056], [-2.467, -0.766, -2.104], [-2.158, -0.116, -3.084], [-3.736, -0.970, -1.697], [-4.042, -1.737, -0.508], [-4.815, -0.390, -2.474], [-1.719, -1.239, -1.447], [-4.661, -2.602, -0.760], [-4.578, -1.120, 0.216], [-3.120, -2.086, -0.051], [-4.794, -0.771, -3.496], [-4.708, 0.695, -2.517], [-5.767, -0.642, -2.012]]}

# 2
{"formula": "C4H10NO2", "method": "ωB97M-V/def2-TZVPD", "charge": -1, "e_lumo_ev": 4.3, "max_force_ev_per_a": 2.50, "relative_energy_kcal_mol": 69.25, "energy_ha": -363.6141, "homo_lumo_gap_ha": 0.2890, "elements": ["C", "C", "C", "O", "N", "C", "O", "H", "H", "H", "H", "H", "H", "H", "H", "H", "H"], "xyz": [[0.982, -0.031, 1.317], [0.106, 0.771, 0.356], [0.740, 1.069, -1.015], [0.558, 0.096, -1.974], [-1.294, 0.260, 0.249], [-1.345, -1.112, -0.446], [-0.174, -1.814, -0.466], [1.249, 0.470, 2.268], [1.763, -0.665, 0.946], [0.361, -0.855, 1.706], [-0.089, 1.739, 0.839], [0.430, 2.085, -1.319], [1.830, 1.136, -0.860], [0.230, -0.755, -1.404], [-1.540, 0.077, 1.198], [-2.166, -1.619, 0.090], [-1.642, -0.852, -1.484]]}

# 3
{"formula": "C11H10ClNReS", "method": "ωB97M-V/def2-TZVPD", "e_lumo_ev": [0.4, -1.5], "max_force_ev_per_a": 5.95, "relative_energy_kcal_mol": 0.00, "multiplicity": 4, "energy_ha": -1416.4956, "homo_lumo_gap_ha": [0.2844, 0.2401], "elements": ["C", "C", "C", "H", "C", "C", "H", "H", "H", "H", "Re", "Cl", "C", "C", "C", "H", "C", "C", "H", "H", "H", "H", "S", "C", "N"], "xyz": [[1.466, 1.602, -1.432], [0.293, 1.253, -2.202], [0.187, -0.168, -2.223], [-0.398, 1.939, -2.672], [1.275, -0.712, -1.471], [2.082, 0.375, -1.012], [3.016, 0.276, -0.469], [1.826, 2.600, -1.233], [-0.566, -0.754, -2.740], [1.500, -1.768, -1.367], [0.090, 0.576, -0.172], [-0.669, 2.686, 0.602], [-1.398, -0.664, 2.056], [-0.893, -1.836, 1.413], [-1.287, -1.798, 0.051], [-0.277, -2.606, 1.869], [-2.039, -0.583, -0.174], [-2.150, 0.087, 1.116], [-2.783, 0.954, 1.311], [-1.251, -0.382, 3.103], [-1.062, -2.543, -0.723], [-2.644, -0.351, -1.050], [2.741, 0.747, 3.647], [1.823, 0.583, 2.376], [1.118, 0.488, 1.394]]}

Q: What is the formula in the first record?
A: C9H17BN2O3P